Record 1
C44H33GeN4O3S2Ta as an isolated structure. Source: OMol25; level of theory: wB97M-V/def2-TZVPD.

CARTESIAN COORDINATES (ANGSTROEM)
Ta  -0.65  -1.82  0.82
C  -4.27  -1.66  -3.25
S  -2.66  -2.33  -3.68
C  -1.81  -2.35  -2.15
S  -2.54  -1.68  -0.71
N  -0.63  -2.84  -2.14
N  -0.01  -2.76  -0.90
C  1.09  -3.59  -0.87
C  1.67  -3.70  0.35
C  2.78  -4.53  0.69
C  3.30  -4.50  1.93
C  2.73  -3.59  2.89
C  1.65  -2.86  2.57
N  1.04  -2.91  1.32
H  -4.84  -1.66  -4.18
H  -4.20  -0.64  -2.88
H  -4.79  -2.29  -2.52
H  1.37  -4.12  -1.76
H  3.19  -5.17  -0.08
H  4.14  -5.12  2.21
H  3.15  -3.50  3.88
H  1.20  -2.19  3.29
N  -7.99  2.98  -3.42
C  -7.02  2.82  -2.84
C  -5.79  2.61  -2.12
C  -4.72  3.48  -2.32
C  -3.54  3.28  -1.64
C  -3.42  2.21  -0.74
C  -4.50  1.35  -0.54
C  -5.68  1.55  -1.22
C  -2.19  1.97  -0.06
C  -1.21  1.64  0.55
H  -4.82  4.30  -3.02
H  -2.69  3.93  -1.80
H  -4.39  0.53  0.16
H  -6.52  0.89  -1.06
O  -1.12  -2.47  2.81
C  -1.68  -1.35  3.07
O  -2.05  -0.68  2.05
C  -1.77  -0.81  4.43
C  -2.22  0.50  4.61
C  -2.26  1.01  5.90
C  -1.87  0.23  6.97
C  -1.42  -1.07  6.78
C  -1.37  -1.60  5.50
H  -2.49  1.09  3.76
H  -2.60  2.03  6.06
H  -1.90  0.64  7.97
H  -1.11  -1.67  7.63
H  -1.02  -2.61  5.33
O  0.10  1.66  2.47
C  -0.10  1.16  1.38
C  0.64  0.00  0.83
Ge  1.68  0.58  -0.76
C  2.37  2.36  -0.32
C  2.50  3.37  -1.27
C  3.06  4.59  -0.93
C  3.50  4.83  0.36
C  3.38  3.83  1.32
C  2.82  2.61  0.97
C  0.70  0.69  -2.43
C  0.06  1.86  -2.81
C  -0.55  1.97  -4.05
C  -0.53  0.90  -4.93
C  0.10  -0.28  -4.57
C  0.72  -0.38  -3.33
C  3.25  -0.57  -0.92
C  3.89  -0.76  -2.14
C  5.09  -1.44  -2.23
C  5.70  -1.92  -1.09
C  5.10  -1.73  0.15
C  3.88  -1.07  0.22
H  1.42  -0.22  1.57
H  2.17  3.21  -2.29
H  3.16  5.37  -1.69
H  3.94  5.78  0.63
H  3.71  4.00  2.33
H  2.72  1.85  1.74
H  0.04  2.71  -2.13
H  -1.03  2.90  -4.34
H  -1.00  0.99  -5.91
H  0.11  -1.12  -5.25
H  1.20  -1.31  -3.07
H  3.44  -0.36  -3.05
H  5.56  -1.58  -3.20
H  6.65  -2.44  -1.15
H  5.56  -2.10  1.05
H  3.42  -0.95  1.20

The value obtained for the total energy is -5071.59433 Eh. For the energy above the lowest of the compared OMol25 structures with the same formula, charge and spin, the calculation gives 0.000 eV. The calculation puts the orbital gap at 5.978 eV. The highest occupied orbital energy comes out at -6.8 eV. As for the spin multiplicity: 1.

=====

Record 2
A 7-piece molecular cluster, C33H84N4O9S3 overall in a non-equilibrium geometry. Source: OMol25; level of theory: wB97M-V/def2-TZVPD.

CARTESIAN COORDINATES (ANGSTROEM)
C  -0.80  -0.56  10.58
C  -2.08  -0.82  9.89
N  -1.85  -1.28  8.48
C  -0.88  -2.47  8.19
C  -1.25  -3.67  9.01
C  -1.66  -0.29  7.40
C  -3.11  0.00  6.89
H  -0.36  0.32  10.11
H  -0.17  -1.44  10.69
H  -1.08  -0.28  11.59
H  -2.63  -1.58  10.44
H  -2.67  0.09  9.80
H  -1.04  -2.73  7.14
H  0.18  -2.24  8.34
H  -2.33  -3.76  9.11
H  -0.91  -4.55  8.45
H  -0.98  -3.58  10.07
H  -0.99  -0.65  6.61
H  -1.09  0.54  7.82
H  -3.76  0.30  7.71
H  -3.69  -0.83  6.47
H  -3.22  0.73  6.09
C  5.79  0.21  1.87
C  6.44  -0.49  3.15
N  5.40  -0.97  4.06
C  4.56  0.15  4.61
C  5.36  1.24  5.34
C  6.07  -1.79  5.07
C  6.56  -3.18  4.61
H  5.02  -0.43  1.45
H  6.49  0.35  1.05
H  5.42  1.21  2.10
H  6.91  -1.41  2.79
H  7.08  0.25  3.63
H  3.88  0.43  3.82
H  3.84  -0.36  5.26
H  6.05  0.76  6.03
H  5.92  1.77  4.56
H  4.71  1.78  6.03
H  5.33  -2.01  5.84
H  6.92  -1.26  5.50
H  5.73  -3.64  4.07
H  7.07  -3.83  5.32
H  7.28  -3.06  3.79
C  -4.52  -2.87  -1.11
C  -3.57  -2.22  -0.14
N  -2.22  -2.09  -0.71
C  -1.25  -1.74  0.29
C  -0.89  -3.05  0.99
C  -2.09  -1.18  -1.92
C  -2.27  0.34  -1.78
H  -4.24  -3.89  -1.39
H  -4.39  -2.14  -1.91
H  -5.59  -2.77  -0.89
H  -3.93  -1.20  -0.09
H  -3.60  -2.77  0.81
H  -0.33  -1.42  -0.20
H  -1.52  -0.89  0.92
H  -0.49  -3.74  0.25
H  -0.09  -3.04  1.72
H  -1.73  -3.50  1.53
H  -2.69  -1.55  -2.75
H  -1.11  -1.41  -2.34
H  -1.85  0.94  -0.97
H  -3.32  0.62  -1.67
H  -2.00  0.80  -2.72
C  5.20  -3.68  -2.99
C  5.94  -4.30  -4.21
N  6.98  -3.34  -4.66
C  7.68  -3.83  -5.89
C  8.26  -5.18  -5.64
C  6.58  -1.88  -4.74
C  5.50  -1.59  -5.75
H  4.54  -4.46  -2.63
H  4.62  -2.79  -3.23
H  5.85  -3.48  -2.13
H  6.53  -5.14  -3.87
H  5.35  -4.53  -5.10
H  8.52  -3.16  -6.05
H  7.04  -3.86  -6.77
H  9.00  -5.17  -4.84
H  8.70  -5.39  -6.62
H  7.43  -5.87  -5.52
H  6.13  -1.43  -3.86
H  7.49  -1.29  -4.83
H  5.84  -1.91  -6.73
H  4.52  -1.96  -5.47
H  5.33  -0.51  -5.84
O  -9.30  7.89  -1.54
S  -9.43  6.70  -2.45
O  -8.70  6.72  -3.74
O  -8.89  5.37  -1.63
C  -7.55  5.17  -1.31
C  -7.43  4.12  -0.15
C  -11.17  6.26  -2.64
H  -7.06  6.07  -0.94
H  -7.00  4.89  -2.21
H  -7.86  4.57  0.75
H  -6.41  3.82  0.10
H  -8.07  3.27  -0.37
H  -11.26  5.24  -3.00
H  -11.66  6.84  -3.43
H  -11.68  6.22  -1.68
O  -8.61  0.38  -4.27
S  -7.80  0.71  -5.49
O  -6.58  1.50  -5.46
O  -7.51  -0.79  -6.24
C  -8.50  -1.79  -5.96
C  -7.83  -3.23  -6.23
C  -9.01  1.39  -6.80
H  -9.30  -1.76  -6.70
H  -8.98  -2.00  -5.00
H  -7.27  -3.39  -7.15
H  -8.50  -4.09  -6.22
H  -7.16  -3.41  -5.39
H  -9.62  2.18  -6.36
H  -9.68  0.55  -6.99
H  -8.50  1.61  -7.74
O  5.69  8.45  -2.25
S  5.80  6.95  -2.40
O  5.95  6.11  -1.22
O  4.48  6.43  -3.34
C  4.14  5.07  -3.46
C  3.44  4.43  -2.26
C  7.21  6.57  -3.48
H  5.10  4.57  -3.56
H  3.55  4.93  -4.37
H  3.63  3.36  -2.31
H  2.37  4.67  -2.22
H  3.91  4.74  -1.32
H  8.12  7.12  -3.21
H  6.82  6.65  -4.50
H  7.32  5.51  -3.22

The value obtained for the total energy is -3398.15170 Eh. The structure (SMILES) is CCOS(C)(=O)=O.CCOS(C)(=O)=O.CCOS(C)(=O)=O.CCN(CC)CC.CCN(CC)CC.CCN(CC)CC.CCN(CC)CC. For the energy above the lowest of the compared OMol25 structures with the same formula, charge and spin, the calculation gives 4.008 eV. The calculation puts the orbital gap at 8.110 eV. The highest occupied orbital energy comes out at -7.8 eV. As for the spin multiplicity: 1.